Entry 1:
{"formula": "C20H44MoN2OSi4Te", "method": "ωB97M-V with the def2-TZVPD basis set", "relative_energy_ev": 3.6755, "orbital_gap_ev": 4.79, "total_charge": 2, "elements": ["H", "Si", "H", "Si", "C", "C", "H", "C", "H", "Te", "C", "H", "N", "C", "H", "H", "H", "H", "H", "H", "H", "H", "H", "H", "H", "Si", "H", "H", "C", "H", "C", "H", "H", "C", "C", "C", "Mo", "H", "C", "Si", "C", "H", "H", "O", "C", "C", "C", "H", "H", "H", "H", "H", "H", "H", "H", "H", "H", "H", "H", "H", "C", "H", "H", "C", "H", "H", "C", "H", "N", "C", "H", "C", "H"], "coordinates": [[-3.737, 1.705, 0.690], [-2.848, 2.860, -1.328], [-2.968, -3.602, 4.937], [2.424, 2.878, -2.888], [2.537, 3.466, -4.651], [-3.653, 4.508, -1.005], [1.460, 4.942, -1.879], [1.951, -3.675, -1.789], [0.697, -5.967, 4.273], [0.008, 1.112, -1.004], [-3.711, -1.295, 2.737], [-3.284, 0.519, -0.552], [1.000, -2.156, 0.695], [-1.054, 2.947, -0.689], [3.215, 4.902, -1.739], [2.592, -4.369, 0.777], [0.970, -0.707, -2.163], [3.992, 1.508, -1.468], [-2.502, 0.600, 4.990], [-0.789, 0.170, 4.996], [0.737, 1.114, -3.541], [-1.517, 0.886, 3.561], [2.169, -4.630, -1.312], [-0.489, 3.731, -1.188], [1.684, 4.085, -4.935], [2.241, -2.201, -0.695], [4.658, -2.015, -0.863], [-3.141, 5.314, -1.532], [2.313, 4.291, -1.674], [-1.797, -2.744, 5.947], [0.760, 1.929, -2.817], [-4.511, -0.897, 3.365], [4.810, 2.568, -2.606], [-2.620, -2.614, 5.242], [3.960, 1.892, -2.489], [1.734, -5.232, 2.479], [-0.487, -0.721, 1.103], [2.684, -0.640, -2.563], [-3.734, 1.502, -0.386], [-2.211, -1.514, 3.808], [1.977, -0.678, -1.735], [-0.845, -4.098, 4.432], [-0.013, 2.651, -3.078], [-1.581, -1.408, 0.161], [1.844, -4.277, 1.546], [-1.695, 0.182, 4.386], [0.965, -3.122, 1.560], [-3.887, 2.440, -3.513], [-4.689, 4.486, -1.350], [-3.563, -0.597, 1.909], [4.114, 1.053, -3.171], [2.225, 3.942, -0.642], [3.441, 4.067, -4.768], [4.270, -3.019, 0.529], [-2.389, 1.523, -3.394], [2.402, -6.083, 2.445], [2.605, -3.586, -2.658], [0.920, -3.722, -2.147], [-4.774, 1.441, -0.712], [2.158, 0.204, -1.100], [-0.069, -3.057, 2.674], [-1.071, 3.180, 0.377], [2.591, 2.634, -5.354], [-0.114, -4.140, 3.640], [-4.055, -2.234, 2.300], [-3.659, 4.756, 0.058], [0.738, -5.166, 3.547], [-3.438, -2.126, 5.779], [-0.848, -2.034, 2.693], [-2.856, 2.482, -3.157], [-2.341, 3.257, -3.730], [3.972, -2.126, -0.021], [4.121, -1.274, 0.646]], "atomic_forces_ev_per_a": [[0.0, 0.0, 0.0], [0.0, 0.1, -0.1], [-0.1, 0.0, 0.0], [0.1, 0.2, 0.1], [-0.1, 0.0, 0.0], [0.0, -0.1, 0.0], [0.0, 0.0, 0.0], [-0.3, -0.2, 0.4], [0.0, 0.0, 0.0], [-1.6, 2.2, 0.9], [0.3, -0.2, -0.4], [0.0, 0.0, -0.1], [0.5, -0.2, 0.3], [-0.7, -0.2, 0.3], [0.0, 0.0, 0.0], [0.0, 0.0, 0.0], [0.3, -0.2, -0.1], [0.0, 0.1, 0.0], [0.0, 0.0, 0.0], [0.0, 0.0, 0.1], [-0.1, 0.0, 0.0], [-0.1, 0.0, 0.0], [0.0, 0.0, -0.1], [0.2, -0.1, 0.1], [0.0, 0.0, 0.0], [0.4, 0.2, -0.9], [0.0, 0.0, 0.0], [0.0, 0.0, 0.0], [-0.1, 0.0, 0.0], [0.0, 0.1, 0.0], [0.9, -0.2, -0.3], [0.0, 0.0, 0.0], [0.0, 0.0, 0.0], [0.4, -0.2, -0.1], [-0.1, -0.2, 0.0], [-0.1, 0.0, 0.1], [0.6, 0.7, -1.3], [0.1, -0.2, 0.0], [0.1, 0.0, 0.1], [-0.7, 0.3, 0.3], [0.4, -0.6, 0.4], [0.0, 0.0, 0.0], [-0.2, -0.2, 0.1], [-1.3, -0.5, -0.6], [0.0, 0.0, 0.0], [0.6, -0.1, -0.2], [0.2, -0.2, 0.1], [0.0, 0.0, 0.0], [0.0, 0.1, 0.0], [-0.1, 0.1, 0.0], [0.0, 0.0, 0.0], [0.0, 0.0, 0.0], [0.0, 0.0, 0.0], [0.1, 0.0, 0.0], [0.0, 0.0, 0.0], [0.0, 0.0, 0.0], [0.0, 0.1, 0.0], [0.0, 0.0, 0.0], [0.0, 0.0, 0.0], [0.2, -0.5, -0.5], [0.0, -0.2, 0.3], [0.1, 0.0, 0.0], [0.0, 0.0, 0.0], [-0.1, 0.0, 0.0], [0.0, 0.0, 0.0], [0.0, 0.0, 0.0], [0.1, 0.0, -0.1], [0.0, 0.0, 0.0], [0.3, 0.0, 0.7], [0.1, -0.1, 0.0], [0.0, 0.0, 0.0], [-0.2, -0.1, 0.4], [0.0, 0.0, -0.1]], "mulliken_charge": [0.245, 0.182, 0.383, 0.163, -1.094, -1.036, 0.358, -1.005, 0.455, 0.927, -0.623, 0.252, -0.176, -0.702, 0.383, 0.236, 0.590, 0.277, 0.342, 0.356, 0.657, 0.340, 0.391, 0.043, 0.349, -0.551, 0.396, 0.327, -1.086, 0.381, -0.583, 0.387, 0.427, -1.150, -0.989, -0.964, 0.306, 0.336, -0.949, -0.097, -1.235, 0.194, 0.074, -0.360, -0.637, -0.983, 1.367, 0.396, 0.334, 0.065, 0.328, 0.338, 0.339, 0.398, 0.342, 0.458, 0.385, 0.351, 0.453, 0.061, 1.572, 0.627, 0.350, -0.705, 0.337, 0.342, -0.820, 0.411, 0.094, -1.037, 0.329, -1.013, 0.359]}

=====

Entry 2:
{"formula": "C20H44NO2P3Tm", "method": "ωB97M-V with the def2-TZVPD basis set", "multiplicity": 3, "orbital_gap_ev": [2.56, 2.47], "s_squared": 2.007, "total_charge": 3, "elements": ["N", "C", "H", "H", "H", "O", "H", "H", "C", "H", "H", "H", "H", "H", "H", "H", "H", "H", "C", "C", "P", "H", "C", "C", "C", "C", "C", "H", "H", "H", "H", "H", "C", "C", "H", "O", "H", "H", "H", "C", "H", "C", "H", "C", "C", "H", "H", "H", "H", "P", "C", "P", "H", "H", "H", "C", "C", "H", "H", "H", "H", "H", "H", "H", "H", "H", "C", "C", "H", "H", "Tm"], "coordinates": [[3.201, -0.058, 2.990], [1.922, -3.647, 0.185], [2.844, 3.152, 0.013], [1.297, -0.989, -3.687], [1.098, -1.670, -7.956], [2.646, -0.818, 0.932], [2.200, -2.720, -1.790], [3.320, 0.452, -2.687], [2.915, 1.437, -2.957], [0.689, -3.783, -1.640], [2.418, -1.698, -5.833], [-0.289, 2.096, -3.198], [2.603, -1.303, 4.567], [3.731, 2.173, -2.965], [-1.402, -1.587, -7.868], [2.460, 1.371, -3.955], [-0.965, 2.764, 1.851], [-3.455, -1.728, 0.548], [-1.906, 0.275, 2.314], [1.503, -3.259, -1.128], [-1.418, -3.174, 0.382], [3.270, 3.711, -1.624], [3.045, 0.132, 1.699], [-0.192, 2.212, 1.298], [2.445, 3.376, -0.983], [-1.629, -3.412, 2.203], [-0.802, -1.508, -6.963], [3.241, 1.136, 1.279], [-2.467, -5.316, 0.289], [-2.757, 0.300, -0.683], [-1.261, -0.084, 3.123], [-2.355, 1.232, 2.609], [3.548, 1.085, 3.833], [1.350, -1.485, -5.820], [-2.825, 1.849, 0.189], [-1.105, 0.261, -3.917], [-2.879, -1.991, -1.119], [-1.782, -4.959, -1.320], [2.573, -2.087, 2.975], [-3.020, -2.466, -0.139], [-1.699, 1.648, -1.180], [-1.450, -1.276, -5.747], [-0.763, -3.938, 2.640], [0.603, -1.568, -6.997], [-2.164, 1.146, -0.329], [1.495, -4.532, 0.670], [2.663, 1.715, 4.003], [-0.702, -5.472, 0.002], [2.978, -3.490, 0.477], [-0.883, 0.584, 0.835], [-0.638, -0.786, -4.697], [1.652, 1.867, -1.692], [-3.715, -3.306, -0.262], [1.712, 4.187, -0.888], [-2.533, -4.017, 2.368], [0.737, -1.103, -4.623], [-1.601, -4.890, -0.238], [0.074, 2.770, 0.392], [-2.540, -1.302, -5.625], [1.060, 3.195, -3.627], [4.299, 1.698, 3.322], [-2.695, -0.460, 2.121], [4.125, -1.805, 3.781], [0.696, 2.113, 1.934], [-1.937, 0.004, -3.526], [-1.733, -2.445, 2.719], [0.485, 2.766, -2.796], [3.123, -1.391, 3.610], [3.929, 0.717, 4.786], [0.027, 3.583, -2.222], [0.926, -1.664, 0.228]], "atomic_forces_ev_per_a": [[0.1, 0.0, -1.5], [1.7, -3.7, -4.9], [0.1, 0.3, -0.1], [-0.1, 0.5, -0.4], [0.0, -0.2, 0.2], [0.3, 0.4, 0.3], [-0.2, 0.6, 0.4], [0.2, 0.2, -0.4], [0.3, -0.8, 0.1], [-0.2, 0.4, 0.4], [-0.2, 0.1, -0.1], [0.4, 0.4, 0.1], [0.1, 0.0, -0.1], [-0.3, -0.3, -0.1], [0.2, -0.3, 0.2], [0.1, 0.0, 0.3], [0.2, -0.1, -0.2], [0.2, -0.3, -0.1], [0.1, -0.1, 0.2], [3.0, -5.5, 1.0], [-1.2, -0.5, 0.7], [-0.3, 0.0, 0.2], [0.2, -0.2, 1.3], [0.4, 0.1, 0.0], [0.1, -0.1, 0.7], [0.2, 0.0, 0.0], [0.2, -0.4, 0.7], [-0.1, -0.5, 0.2], [0.3, 0.0, -0.2], [0.0, 0.2, 0.0], [-0.3, 0.1, 0.1], [0.0, -0.3, 0.0], [0.1, 0.7, 0.2], [0.0, -0.4, 0.0], [0.1, -0.1, -0.1], [0.2, -1.1, 1.2], [-0.2, -0.1, 0.2], [0.1, 0.2, 0.3], [0.1, 0.1, 0.1], [0.0, 0.2, -0.4], [-0.1, -0.1, 0.0], [0.6, 0.8, 0.1], [-0.3, 0.1, -0.1], [-0.3, 0.1, -0.1], [0.0, -0.2, -0.4], [-0.6, 0.6, 0.1], [0.2, -0.3, 0.1], [-0.3, -0.1, 0.0], [-0.6, 0.8, 0.1], [-0.6, 0.5, 0.2], [0.5, -0.2, -0.7], [0.0, 0.5, -1.0], [0.0, 0.3, 0.1], [0.2, -0.2, 0.1], [0.3, 0.2, 0.1], [-0.9, 0.2, -0.6], [0.4, 0.0, 0.0], [0.0, -0.1, 0.3], [0.4, 0.5, -0.3], [-0.2, 0.0, 0.2], [0.0, -0.2, 0.3], [0.2, 0.2, 0.1], [-0.2, 0.3, -0.1], [-0.2, 0.1, -0.1], [-0.8, 0.2, 0.0], [-0.1, -0.3, -0.2], [-0.5, -0.1, 0.2], [-0.2, 0.0, 0.2], [0.0, 0.2, -0.2], [-0.1, -0.2, -0.3], [-3.1, 7.5, 1.3]], "mulliken_charge": [0.216, -0.309, 0.239, 0.525, 0.421, -0.413, 0.521, 0.232, -1.263, 0.343, 0.416, 0.050, 0.408, 0.488, 0.397, 0.342, 0.504, 0.378, -1.411, -0.464, 0.715, 0.497, 0.071, -0.862, -1.350, -1.177, -0.486, 0.329, 0.517, 0.243, 0.374, 0.533, -0.948, -0.786, 0.431, -0.352, 0.213, 0.437, 0.166, -1.202, 0.139, -0.492, 0.417, -0.480, -0.952, 0.333, 0.322, 0.367, 0.387, 0.779, 0.299, 0.911, 0.499, 0.403, 0.403, -0.079, -1.312, 0.123, 0.353, 0.518, 0.407, 0.322, 0.352, 0.164, 0.242, 0.265, -1.219, -0.815, 0.390, 0.479, 0.493]}

=====

Entry 3:
{"formula": "C20H45BN2O9", "method": "ωB97M-V with the def2-TZVPD basis set", "smiles": "CCO[C@](C)(CC=O)OC(=O)B(C)O.COCCNCCOC.COCCNCCOC", "orbital_gap_ev": 9.09, "elements": ["C", "C", "O", "H", "C", "C", "C", "H", "C", "H", "H", "C", "H", "H", "C", "C", "H", "O", "N", "B", "H", "H", "H", "O", "H", "H", "O", "H", "H", "H", "C", "H", "C", "H", "H", "H", "H", "C", "H", "C", "C", "H", "H", "H", "N", "H", "H", "C", "C", "H", "H", "C", "O", "O", "H", "H", "H", "H", "O", "H", "H", "H", "H", "H", "O", "H", "C", "C", "O", "H", "H", "H", "C", "H", "H", "H", "H"], "coordinates": [[-2.091, 1.614, 3.084], [0.504, -1.046, -3.878], [-1.615, 1.467, 1.754], [0.956, 1.497, -3.273], [-3.052, 1.999, -0.151], [2.222, -4.441, 2.869], [3.766, -4.995, 3.193], [1.383, -1.345, 0.149], [1.004, -1.074, -2.418], [-0.591, -0.970, -3.880], [3.653, 2.328, -6.691], [1.872, -2.277, 0.703], [2.896, 0.585, -2.120], [1.444, 2.273, -6.200], [-3.837, -2.976, 2.941], [3.295, -0.373, -2.461], [2.960, -0.577, 4.109], [2.955, 2.318, -4.729], [-3.856, 3.037, 0.505], [-2.449, -3.853, 3.029], [-2.534, 0.684, 3.450], [0.751, -2.011, -4.335], [-3.447, 0.487, 1.388], [1.148, -0.349, 5.235], [3.599, -6.077, 3.665], [3.629, 0.730, -5.887], [-2.198, 5.713, 0.305], [-1.778, 4.433, 1.870], [-0.507, 5.568, 1.444], [1.584, -3.224, 0.036], [0.743, 1.356, -4.334], [-3.385, 3.336, 1.353], [1.781, -0.549, 4.052], [-4.655, 3.917, -1.223], [-4.517, -3.483, 2.104], [4.311, -4.359, 4.019], [-3.691, -1.854, 2.629], [3.800, 1.798, -5.746], [2.062, -0.130, -4.797], [-2.858, 5.037, -0.768], [-0.918, -3.195, 3.222], [1.818, -4.821, 1.840], [1.532, -4.954, 3.697], [-2.156, 2.425, -0.608], [1.054, -0.013, -4.762], [3.597, -0.316, -3.508], [-1.243, 1.865, 3.723], [-4.091, 4.218, -0.331], [1.145, -2.345, 2.209], [0.436, -1.855, -1.899], [-2.818, 2.425, 3.151], [-2.597, 0.927, 0.856], [-2.558, -5.335, 2.917], [2.125, -2.993, 3.091], [-2.102, 0.126, 0.301], [-0.784, 4.165, 0.397], [-1.795, -5.637, 2.339], [-4.747, 4.882, 0.244], [-0.574, -2.894, 4.473], [-2.146, 4.451, -1.359], [4.836, 1.938, -5.432], [4.195, -0.596, -1.881], [1.436, -0.005, 1.867], [-0.322, 1.552, -4.502], [-0.111, -3.073, 2.009], [-4.455, -3.100, 3.955], [0.929, -0.739, 2.626], [1.575, 2.387, -5.119], [2.377, -1.442, -2.280], [4.404, -5.155, 2.218], [-3.218, 5.828, -1.437], [1.227, 3.386, -4.845], [-1.275, 4.910, 1.027], [3.025, -2.090, 0.769], [0.792, -0.145, -1.878], [-3.649, 1.524, -0.937], [-0.198, -0.517, 2.847]], "atomic_forces_ev_per_a": [[0.3, 0.1, -0.1], [0.3, 0.0, 0.0], [-0.5, -0.3, 0.0], [-0.1, 0.2, 0.1], [-0.2, -0.1, 0.8], [0.2, -1.6, 1.5], [-1.0, -0.9, 0.1], [1.1, -2.1, 1.1], [-0.1, -0.5, -0.3], [0.1, 0.1, 0.1], [0.0, -0.1, 0.0], [-1.6, 0.3, -0.6], [-0.1, 0.0, -0.1], [0.1, -0.2, 0.1], [-0.8, -0.5, -0.2], [0.2, -0.4, 0.1], [-2.3, 0.0, -0.5], [-0.2, -0.1, -0.5], [0.2, -0.1, -0.3], [-0.5, -1.9, -0.5], [-0.1, 0.0, 0.0], [-0.1, 0.1, 0.2], [0.0, 0.2, 0.1], [3.8, -1.1, -7.5], [0.5, 2.3, -1.1], [0.0, -0.1, -0.2], [0.0, -0.5, -0.4], [0.1, -0.3, 0.0], [-0.1, 0.0, -0.1], [0.9, 2.0, 1.6], [0.5, -0.1, -0.6], [-0.1, -0.1, -0.2], [-3.5, 1.0, 5.5], [0.1, 0.0, 0.0], [1.4, 1.0, 1.8], [-1.2, -1.1, -1.9], [-0.3, -2.2, 0.9], [0.0, 0.2, 0.3], [-0.2, 0.1, 0.0], [-0.4, 0.3, 0.1], [1.2, 0.8, 4.5], [1.0, 1.1, 1.7], [1.3, 1.1, -1.8], [0.2, -0.2, -0.1], [-0.1, 0.2, 0.3], [0.0, 0.3, 0.0], [0.0, -0.1, -0.1], [0.2, 0.1, 0.3], [2.6, 1.3, -2.4], [0.1, 0.0, -0.1], [-0.2, 0.0, 0.1], [0.4, 0.5, -0.6], [1.5, 3.3, -1.1], [-1.8, -0.5, -1.5], [0.0, 0.0, 0.0], [-0.1, -0.1, 0.0], [-1.1, 0.3, 1.4], [0.1, 0.0, -0.1], [-1.5, -1.5, -7.8], [0.1, -0.1, 0.2], [-0.1, 0.0, 0.1], [-0.1, 0.0, 0.0], [-1.2, -1.6, 1.3], [0.1, 0.0, 0.0], [-0.2, 0.9, 3.8], [1.4, 0.5, -2.2], [1.1, -0.8, 2.4], [-0.2, -0.1, 0.8], [-0.4, 0.4, 0.0], [-1.2, 0.7, 2.0], [0.0, 0.0, 0.1], [0.0, 0.0, 0.0], [-0.1, 0.5, 0.2], [-2.3, -0.6, 0.1], [0.1, 0.1, -0.1], [0.0, 0.1, 0.0], [2.3, -0.3, -0.5]], "mulliken_charge": [-0.905, -1.227, -0.244, 0.090, -0.131, -0.197, -0.956, -0.151, -0.004, 0.435, 0.339, -0.648, 0.312, 0.405, -0.618, -0.651, 0.269, -0.339, -0.323, 0.282, 0.320, 0.413, 0.335, -0.520, 0.303, 0.309, -0.442, 0.146, 0.347, 0.322, -0.057, 0.087, 0.039, 0.391, 0.250, 0.257, 0.044, -0.721, 0.091, -0.443, 0.258, 0.258, 0.234, 0.111, -0.325, 0.191, 0.265, -0.649, 1.019, 0.395, 0.398, -0.785, -0.524, -0.395, 0.348, 0.234, 0.321, 0.360, -0.476, 0.292, 0.236, 0.336, 0.403, 0.396, -0.293, 0.293, -0.102, -0.842, -0.388, 0.254, 0.360, 0.390, -0.474, 0.232, 0.254, 0.416, -0.212]}

=====

Record-wise calculated total energy values, in Eh: -2466.947915; -3101.879597; -1600.295605